Entry 1:
The following is a DFT calculation (ωB97M-V/def2-TZVPD) of a cluster of 11 separate species, C60H144O35P8 in total in a non-equilibrium geometry.

Its structure (SMILES) is CCOP(=O)(OCC)OCC.CCOP(=O)(OCC)OCC.CCOP(=O)(OCC)OCC.CCOP(=O)(OCC)OCC.CCOP(=O)(OCC)OCC.CCOP(=O)(OCC)OCC.CCOP(=O)(OCC)OCC.CCOP(=O)(OCC)OCC.C1CCOC1.C1CCOC1.C1CCOC1. The calculation puts the HOMO energy at -9.29 eV. The multiplicity is 1. The net charge is 0.

Atoms and positions in Å:
1 C 18.035754 11.753828 17.624187
2 C 19.223492 11.751641 18.490016
3 O 20.323960 12.530474 17.956902
4 P 21.454729 12.935175 18.942183
5 O 20.936557 13.831051 20.015493
6 O 22.467892 13.548039 17.849054
7 C 23.616698 14.137176 18.409235
8 C 24.331728 14.839295 17.272151
9 O 22.106479 11.624864 19.558043
10 C 22.162288 11.658842 21.027875
11 C 23.270799 10.610794 21.381285
12 H 17.158413 11.501402 18.152299
13 H 17.928670 12.767021 17.214680
14 H 18.204608 11.161611 16.665273
15 H 19.078340 12.156200 19.511107
16 H 19.590658 10.735241 18.722622
17 H 23.295068 14.850770 19.223123
18 H 24.332190 13.399215 18.725029
19 H 25.142945 15.443125 17.638187
20 H 24.750712 14.180882 16.457143
21 H 23.543861 15.430585 16.765156
22 H 22.545999 12.665715 21.340385
23 H 21.182943 11.497898 21.427454
24 H 23.003657 9.601685 20.905073
25 H 24.247391 10.895835 20.995865
26 H 23.262927 10.469065 22.454413
27 C 13.530686 13.598610 11.896875
28 C 14.819611 13.751239 12.775485
29 O 14.768303 14.898510 13.660463
30 P 16.030190 15.860082 13.940054
31 O 15.798883 16.802688 15.060095
32 O 17.165823 14.786413 14.057288
33 C 18.492983 15.231930 13.903835
34 C 18.956997 15.273564 12.422039
35 O 16.329327 16.615536 12.528440
36 C 16.200177 18.025121 12.576543
37 C 14.862649 18.576385 11.975068
38 H 12.621321 13.513924 12.516549
39 H 13.347152 14.407423 11.234384
40 H 13.646191 12.627395 11.402367
41 H 15.034323 12.918089 13.409821
42 H 15.751830 13.783226 12.210745
43 H 18.501576 16.290721 14.275402
44 H 19.117637 14.502511 14.436729
45 H 18.738193 16.229879 11.932727
46 H 20.079584 15.114760 12.423596
47 H 18.485815 14.523346 11.856356
48 H 16.315720 18.378157 13.630906
49 H 17.016310 18.480283 12.032571
50 H 14.882991 19.673692 12.113842
51 H 14.850066 18.238259 10.896201
52 H 14.039692 18.114485 12.510650
53 C 23.091518 21.182475 18.466726
54 C 21.801998 20.989599 19.236606
55 O 20.688137 21.113621 18.250953
56 P 19.254909 20.751217 18.762757
57 O 19.182889 19.529053 19.547992
58 O 18.867114 22.015406 19.607267
59 C 17.572619 22.119138 20.326874
60 C 17.598021 23.383373 21.290640
61 O 18.380908 20.780922 17.442528
62 C 18.511940 19.810929 16.384475
63 C 19.760936 19.911810 15.548007
64 H 23.966380 21.559051 19.015880
65 H 23.354224 20.342736 17.823752
66 H 22.924582 22.010144 17.801095
67 H 21.662624 20.002236 19.669271
68 H 21.586096 21.695653 20.019329
69 H 16.692616 22.214034 19.697240
70 H 17.474155 21.156023 20.853279
71 H 18.288602 24.039628 20.867070
72 H 16.574537 23.819745 21.256862
73 H 17.864539 23.034727 22.267626
74 H 18.333179 18.798129 16.879051
75 H 17.604509 20.080719 15.783230
76 H 20.724782 19.773118 16.046784
77 H 19.845997 19.223049 14.681496
78 H 19.846115 20.939353 15.169679
79 C 28.964714 16.178818 17.368875
80 C 28.715105 14.808321 17.962764
81 O 28.931446 14.895556 19.350820
82 P 27.702505 15.085973 20.317688
83 O 26.540869 14.291880 19.988449
84 O 28.319968 14.646353 21.690553
85 C 27.875004 13.322270 22.104342
86 C 28.305344 12.955841 23.558370
87 O 27.507368 16.645149 20.365433
88 C 26.257453 17.270662 20.033774
89 C 26.406050 18.717395 19.576161
90 H 29.954547 16.607779 17.610130
91 H 28.710284 16.175430 16.309497
92 H 28.300964 16.841251 17.834485
93 H 27.718329 14.395932 17.822375
94 H 29.505890 14.173081 17.578294
95 H 26.778210 13.411245 22.074008
96 H 28.254736 12.563418 21.419975
97 H 28.133703 11.908337 23.775218
98 H 29.479890 13.033693 23.591304
99 H 27.813431 13.483554 24.414806
100 H 25.756897 16.642309 19.294895
101 H 25.645341 17.207242 20.934454
102 H 25.434240 18.967147 19.097785
103 H 26.493425 19.434515 20.411723
104 H 27.210567 18.821569 18.838084
105 C 11.307033 12.881522 19.411593
106 C 12.467550 12.296033 20.195362
107 O 13.716844 13.007995 20.046808
108 P 14.328722 13.515851 18.683140
109 O 14.269888 12.642435 17.540106
110 O 15.809985 14.049706 18.988329
111 C 16.171580 15.233715 19.734583
112 C 17.655654 15.124761 20.032260
113 O 13.422591 14.814706 18.472692
114 C 13.735720 15.563979 17.282536
115 C 12.787009 15.269278 16.055938
116 H 11.089894 13.967027 19.513067
117 H 11.347186 12.601933 18.402509
118 H 10.379591 12.468177 19.797142
119 H 12.245286 12.359222 21.280840
120 H 12.580411 11.219868 19.993601
121 H 15.998872 16.100797 19.069041
122 H 15.510768 15.237052 20.601351
123 H 18.057233 14.271626 20.578420
124 H 18.226105 15.111247 19.117970
125 H 18.018274 15.980237 20.541319
126 H 13.734112 16.680876 17.496561
127 H 14.768681 15.404090 16.897031
128 H 11.822164 15.698694 16.372975
129 H 13.177039 15.736984 15.081681
130 H 12.633354 14.241298 15.855582
131 C 17.229546 19.724837 9.438993
132 C 18.251521 20.248546 10.363066
133 O 19.476174 19.467542 10.078982
134 P 20.402010 19.039599 11.288614
135 O 19.723424 18.481168 12.482323
136 O 21.512375 18.051525 10.731850
137 C 21.315306 16.820403 10.036681
138 C 22.048229 16.950436 8.742103
139 O 21.160132 20.348773 11.584451
140 C 22.293436 20.388075 12.566488
141 C 22.726536 21.829361 12.599510
142 H 17.693103 19.791277 8.443517
143 H 17.180721 18.672685 9.692715
144 H 16.310851 20.217952 9.607376
145 H 18.602745 21.183871 10.079218
146 H 17.994066 20.140258 11.436529
147 H 21.722384 16.025508 10.697123
148 H 20.228494 16.691846 9.899235
149 H 21.509534 17.669964 8.089705
150 H 23.129411 17.185318 8.796263
151 H 21.970058 16.006809 8.246229
152 H 22.049621 19.927903 13.525996
153 H 23.165446 19.865955 12.178873
154 H 22.003176 22.592843 12.858633
155 H 23.462226 21.865772 13.418757
156 H 23.195011 22.117351 11.699249
157 C 19.931549 17.042455 21.703871
158 C 21.173200 17.892443 21.656159
159 O 22.296375 17.207407 22.285589
160 P 22.596160 16.984462 23.841379
161 O 21.555170 17.460569 24.756157
162 O 23.011018 15.478579 23.910279
163 C 22.070374 14.345247 24.191285
164 C 22.634798 13.648705 25.421669
165 O 24.027431 17.707626 23.914873
166 C 24.688193 17.754921 25.175390
167 C 26.004239 18.446465 25.103688
168 H 19.728835 16.848452 22.774082
169 H 19.112699 17.587141 21.234494
170 H 20.087705 16.111996 21.203681
171 H 21.521501 18.045709 20.624007
172 H 20.918226 18.876759 22.128130
173 H 21.092553 14.827027 24.414778
174 H 21.922899 13.774884 23.283718
175 H 22.165587 12.705034 25.770699
176 H 23.710555 13.387879 25.161334
177 H 22.738460 14.289631 26.305363
178 H 24.077242 18.343170 25.900625
179 H 24.780871 16.720785 25.555243
180 H 26.486639 18.346053 26.052140
181 H 26.512170 17.909969 24.272359
182 H 25.906061 19.549819 24.870665
183 C 16.091449 18.489614 20.314958
184 C 16.001800 18.954465 18.901594
185 O 14.638937 19.254464 18.553773
186 P 14.111214 20.690398 18.182208
187 O 14.234601 21.664776 19.283648
188 O 15.017762 21.029364 16.905384
189 C 15.540892 22.331779 16.723371
190 C 14.825436 23.148312 15.649669
191 O 12.666539 20.441603 17.763154
192 C 12.348546 19.259095 17.037190
193 C 11.770053 18.209312 17.957933
194 H 17.183474 18.483657 20.583511
195 H 15.634483 19.171489 20.991013
196 H 15.626641 17.550881 20.510913
197 H 16.582348 19.922448 18.870703
198 H 16.384619 18.240397 18.183899
199 H 15.466475 22.874735 17.681362
200 H 16.580204 22.270823 16.371163
201 H 14.962469 24.217526 15.916491
202 H 15.049820 22.847307 14.578759
203 H 13.762512 23.046661 15.720929
204 H 11.659052 19.604915 16.269183
205 H 13.231865 18.915406 16.458484
206 H 12.580532 17.960626 18.646660
207 H 10.920989 18.564010 18.558185
208 H 11.360124 17.422965 17.290199
209 C 24.715807 16.566961 14.306730
210 C 24.259119 16.795529 12.873428
211 C 25.622776 16.865401 12.157731
212 O 26.525614 17.459947 13.031406
213 C 25.891648 17.551676 14.411927
214 H 25.062357 15.557893 14.450759
215 H 24.076679 16.655017 15.179215
216 H 23.755652 17.783192 12.754016
217 H 23.519213 16.003211 12.568637
218 H 25.612311 17.426621 11.197891
219 H 25.959576 15.847607 11.860319
220 H 25.492264 18.578255 14.573459
221 H 26.584635 17.325601 15.227287
222 C 22.067193 11.502212 15.122012
223 C 23.385428 10.779617 15.415819
224 C 24.278513 11.573303 14.478165
225 O 23.837063 12.889899 14.453739
226 C 22.432188 12.790517 14.417083
227 H 21.526069 11.575688 16.046510
228 H 21.464283 10.876778 14.426012
229 H 23.326483 9.750539 15.089251
230 H 23.672401 10.774386 16.462582
231 H 24.267976 11.140211 13.459767
232 H 25.296227 11.592564 14.862062
233 H 22.130063 12.618597 13.366343
234 H 22.052047 13.637128 14.935001
235 C 20.636559 16.909157 18.110141
236 C 20.263378 15.982517 16.995980
237 C 20.948875 16.634907 15.773788
238 O 22.139572 17.326578 16.295804
239 C 22.037201 17.342036 17.727306
240 H 20.630651 16.447106 19.118729
241 H 19.921231 17.755010 18.108827
242 H 19.170895 15.973812 16.821983
243 H 20.631634 14.935273 17.116391
244 H 20.383186 17.416819 15.310477
245 H 21.318331 15.908632 15.070413
246 H 22.232450 18.383993 17.972435
247 H 22.720947 16.605571 18.236085

Forces on atoms 1 to 3 (eV/Å):
C 1.04 0.85 -2.97
C 1.33 -0.64 2.34
O -0.55 -1.02 -1.23

Atom charges from the Mulliken analysis, given in e for atoms 1 to 2: -1.281, -0.223

---

Entry 2:
The following is a DFT calculation (ωB97M-V/def2-TZVPD) of a structure of composition C22H44Cl2NO2PTi in a non-equilibrium geometry.

The calculation puts the HOMO energy at 0.37 eV. The multiplicity is 1. The net charge is -2. The energy above the lowest of the compared OMol25 structures with the same formula, charge and spin is 23.2 kcal per mole.

Atoms and positions in Å:
1 C 0.382789 -1.192479 -2.867859
2 C 1.246300 -0.063103 -2.963078
3 C 0.436380 1.104321 -3.054642
4 C 2.720334 -0.072161 -2.941775
5 C -0.925641 0.696741 -3.016869
6 C -0.958798 -0.718151 -2.867917
7 C -2.180056 -1.529199 -2.708529
8 C 0.800098 -2.606409 -2.796051
9 C 0.941578 2.486104 -3.156362
10 C -2.102912 1.577704 -3.120453
11 Ti 0.393173 0.499891 0.941609
12 Cl 2.003600 1.714406 0.384561
13 Cl 0.934937 -1.649332 0.563921
14 O -1.171621 0.944825 0.067837
15 H 3.102826 -1.092503 -3.047390
16 H 3.108067 0.344061 -1.998208
17 H 3.123609 0.535467 -3.764375
18 H 1.661810 2.706365 -2.355953
19 H 0.123516 3.207267 -3.073769
20 H 1.442418 2.655501 -4.122061
21 H -1.859423 2.598972 -2.804824
22 H -2.927402 1.202632 -2.501217
23 H -2.474354 1.633226 -4.155629
24 H -2.852946 -1.059324 -1.976051
25 H -1.936581 -2.537008 -2.352118
26 H -2.734866 -1.629521 -3.653816
27 H 1.800829 -2.696919 -2.356871
28 H 0.827609 -3.069652 -3.795427
29 H 0.099078 -3.189281 -2.186463
30 H -1.494137 1.855522 -0.068017
31 O -2.877778 -3.155419 2.003746
32 H -2.258316 -2.889190 1.279981
33 C 1.836136 2.896253 3.788732
34 C 0.520583 2.618562 4.540237
35 C 0.756889 2.916565 6.027825
36 C -0.528049 3.578071 3.943266
37 P -0.071891 0.857231 4.278511
38 N 0.132642 0.620608 2.701240
39 C 1.004620 -0.436378 5.073914
40 C 0.722385 -0.502425 6.583385
41 C 0.754786 -1.810158 4.413564
42 C 2.484335 -0.094546 4.830589
43 C -1.887384 0.612997 4.671185
44 C -2.749212 1.251624 3.566474
45 C -2.282214 -0.875696 4.712069
46 C -2.203065 1.243197 6.040626
47 H 2.011265 3.980731 3.838678
48 H 1.760475 2.605499 2.734620
49 H 2.703676 2.401064 4.232819
50 H 1.012601 3.985152 6.100635
51 H -0.131026 2.742971 6.648047
52 H 1.610984 2.354185 6.431622
53 H -0.787571 3.304059 2.910124
54 H -1.434982 3.648607 4.553484
55 H -0.089593 4.586489 3.901425
56 H -0.274401 -0.902734 6.809926
57 H 1.461027 -1.190768 7.021443
58 H 0.845921 0.472744 7.076145
59 H 0.853546 -1.740785 3.322322
60 H 1.512542 -2.512681 4.790879
61 H -0.228134 -2.223596 4.647161
62 H 2.700597 0.032878 3.760660
63 H 2.813690 0.790112 5.387698
64 H 3.083312 -0.944634 5.191133
65 H -2.424213 0.900822 2.579192
66 H -3.796525 0.946417 3.715780
67 H -2.720721 2.344186 3.581693
68 H -1.793388 -1.417647 5.529427
69 H -3.365782 -0.930229 4.910208
70 H -2.119861 -1.395294 3.756573
71 H -1.566821 0.831041 6.836581
72 H -2.121305 2.337698 6.030729
73 H -3.245692 0.992954 6.289546

Forces on atoms 1 to 3 (eV/Å):
C -0.47 1.51 0.03
C -1.48 -0.11 -0.01
C -0.64 -1.29 0.13

Atom charges from the Mulliken analysis, given in e for atoms 1 to 2: 0.206, 0.686

---

Number 1: total energy -210547.17822 eV. Number 2: total energy -86564.82897 eV.